Formula: C18H10N3O6Pd
Source: the Open Molecules 2025 dataset
Level of theory: wB97M-V/def2-TZVPD

Each line ends with the Mulliken spin population.
Atoms and positions in Å:
Pd1 -0.0511 -0.0022 0.0190  -0.02
O1 -1.2074 -1.1224 6.6561  0.01
O2 2.7122 -0.0066 -0.5275  0.12
O3 3.9271 -0.0042 -2.4891  0.10
O4 0.2153 -0.0074 -2.0843  0.11
O5 -1.2009 1.1406 6.6546  0.01
O6 1.4914 -0.0054 -3.9648  0.19
N1 -0.1111 -2.0172 0.3778  0.07
N2 -0.0998 2.0134 0.3717  0.08
N3 -0.4300 0.0014 1.9062  0.22
C1 -0.5131 -1.1957 2.5616  0.16
C2 -0.3956 -3.6723 2.0861  0.01
C3 -0.7249 1.2049 3.9232  -0.08
C4 -0.7311 -1.1962 3.9251  -0.07
C5 -0.2047 -4.6622 1.1578  0.04
C6 -0.3315 2.3290 1.6825  0.05
C7 -0.8509 0.0064 4.6224  0.12
C8 -0.1785 4.6615 1.1467  0.04
C9 0.0362 -4.3230 -0.1834  0.07
C10 0.0892 2.9882 -0.5306  -0.02
C11 -0.5063 1.2012 2.5578  0.16
C12 -1.1047 0.0086 6.1408  0.01
C13 0.0723 -2.9944 -0.5225  -0.02
C14 0.0607 4.3173 -0.1948  0.07
C15 1.2257 -0.0056 -2.8038  0.43
C16 -0.3751 3.6755 2.0771  0.01
C17 -0.3443 -2.3280 1.6878  0.03
C18 3.0887 -0.0053 -1.6568  0.06
H1 -0.5593 3.9117 3.1156  0.01
H2 -0.5812 -3.9044 3.1252  0.01
H3 0.1926 -5.0744 -0.9434  0.01
H4 0.2634 2.6523 -1.5445  0.02
H5 0.2484 -2.6617 -1.5371  0.02
H6 -0.2389 -5.7004 1.4614  0.00
H7 -0.8146 -2.1066 4.5052  -0.01
H8 -0.2067 5.7007 1.4475  0.00
H9 -0.8037 2.1171 4.5012  -0.01
H10 0.2215 5.0659 -0.9566  0.01

Charge: -1
LUMO (alpha / beta) (eV): 1.625 / 1.685
Total energy (eV): -39065.7720
Largest force on an atom (eV/A): 0.57
Spin multiplicity: 3
E_HOMO (alpha / beta) (Eh): -0.10970 / -0.19901
Frontier orbital gap (alpha / beta) (eV): 4.61 / 7.10

Formula: C5H12NO3
Source: the Open Molecules 2025 dataset
Level of theory: wB97M-V/def2-TZVPD

Each line ends with the Mulliken charge.
Atoms and positions in Å:
O1 0.8614 0.3371 2.5524  -0.37
O2 0.8811 2.3226 1.4817  -0.56
O3 -0.8356 0.9810 1.0754  -0.40
N1 1.2834 0.3330 0.0379  -0.26
C1 0.1962 -0.2550 -0.7793  0.17
C2 -0.1201 0.4127 -2.1301  -1.31
C3 -1.0427 -0.1448 0.1809  -0.07
C4 -1.1099 -1.3958 1.0000  -1.29
C5 0.3973 1.0445 1.5874  0.75
H1 1.6288 1.1661 -0.4269  0.29
H2 2.0054 -0.3564 0.1576  0.29
H3 0.4865 3.0137 0.9692  0.38
H4 0.4107 -1.4459 -0.9317  0.33
H5 -0.5034 -0.3991 -2.7643  0.35
H6 0.7803 0.8781 -2.4014  0.36
H7 1.3193 1.0524 3.0522  0.40
H8 -0.0713 -1.7052 1.4571  0.27
H9 -1.4043 -2.3466 0.3717  0.34
H10 -1.8045 -1.3163 1.9368  0.34
H11 -0.8958 1.1955 -1.9783  0.36
H12 -1.9653 0.0198 -0.2017  0.62

Charge: +1
LUMO (eV): -3.080
Total energy (eV): -13004.1013
Largest force on an atom (eV/A): 5.69
E_HOMO (Eh): -0.55860
Frontier orbital gap (eV): 12.12

Formula: C4H5ClN2O
Source: the Open Molecules 2025 dataset
Level of theory: wB97M-V/def2-TZVPD

Each line ends with the Mulliken spin population.
Atoms and positions in Å:
Cl1 0.0363 -3.0689 0.0329  0.65
O1 -1.7861 -1.5532 1.8723  0.08
N1 1.6022 -0.7842 -1.3391  0.15
N2 -0.1173 -1.3792 0.2277  0.22
C1 -0.9826 -0.7730 1.0971  0.30
C2 0.5960 -0.4253 -0.4531  0.28
C3 0.1696 0.7958 -0.0098  0.20
C4 -0.8318 0.5745 0.9743  0.13
H1 1.4570 -1.6954 -1.7536  0.00
H2 0.5321 1.7476 -0.3394  -0.01
H3 1.7850 -0.0746 -2.0331  0.00
H4 -2.3149 -0.9785 2.4343  0.00
H5 -1.3666 1.3272 1.5179  -0.01

Charge: 0
LUMO (alpha / beta) (eV): 0.447 / -2.078
Total energy (eV): -21774.4687
Largest force on an atom (eV/A): 9.41
Spin multiplicity: 3
E_HOMO (alpha / beta) (Eh): -0.14839 / -0.30812
Frontier orbital gap (alpha / beta) (eV): 4.48 / 6.31

Formula: C3H2FNaO
Source: the Open Molecules 2025 dataset
Level of theory: wB97M-V/def2-TZVPD

Each line ends with the Mulliken charge.
Atoms and positions in Å:
Na1 -2.2748 -0.5539 1.8278  0.92
F1 1.6527 0.8341 -1.7041  -0.28
O1 -0.1174 -0.5653 -0.8305  -0.37
C1 0.8978 0.5033 0.6095  -0.62
C2 1.2990 -0.0433 -0.6892  0.36
C3 -0.3725 -0.0261 0.4795  -0.46
H1 1.9925 -0.8942 -0.7566  0.18
H2 1.3928 1.0556 1.4046  0.27

Charge: 0
LUMO (eV): -1.096
Total energy (eV): -12321.5402
Largest force on an atom (eV/A): 1.75
E_HOMO (Eh): -0.27062
Frontier orbital gap (eV): 6.27

Formula: C23H22N2O5S
Source: the Open Molecules 2025 dataset
Level of theory: wB97M-V/def2-TZVPD

Each line ends with the Mulliken charge.
Atoms and positions in Å:
S1 0.4383 -0.7367 1.4926  1.18
O1 0.5509 -1.6710 2.6711  -0.78
O2 -3.2392 5.1461 1.0158  -0.26
O3 -3.4177 3.0396 0.7744  -0.75
O4 -0.1092 0.5078 1.7410  -0.58
O5 0.0942 0.2844 -1.3134  -0.61
N1 -1.5975 1.6964 -0.5302  -0.09
N2 -0.7075 -1.4651 0.4942  0.53
C1 4.0403 -1.0709 -1.1640  0.76
C2 -2.7042 4.1121 0.6863  0.45
C3 0.8114 4.3096 -2.0656  -0.83
C4 -1.1278 -5.0313 1.8799  -1.47
C5 -0.7739 -4.9982 -0.5374  -1.66
C6 2.4376 -2.2317 0.2126  -0.28
C7 -0.8529 0.4362 -0.6062  0.23
C8 -0.9070 -3.5349 -0.6431  2.22
C9 -1.2340 5.3720 -0.6618  -1.04
C10 0.1436 5.4487 -1.5734  -0.63
C11 5.2894 -1.2921 -1.9560  -1.26
C12 -0.9576 2.8997 -0.9980  -0.03
C13 3.6290 -2.3705 -0.5139  -0.85
C14 1.9596 -0.9071 0.2807  0.41
C15 -1.6527 4.1176 -0.5752  0.22
C16 -1.1719 -3.6407 1.6501  0.58
C17 -1.9064 -0.6330 0.0049  -1.33
C18 -0.9302 -5.6055 0.5624  -0.06
C19 2.4897 0.2424 -0.0405  0.17
C20 3.4571 0.1728 -0.8202  -1.47
C21 0.1604 3.0904 -1.6358  0.70
C22 -0.4716 -2.9220 -1.7829  -1.72
C23 -0.9931 -2.9034 0.6574  -0.98
H1 0.5421 6.3547 -1.8006  0.45
H2 -0.7110 -5.5702 -1.3392  0.64
H3 1.7857 -3.1411 0.5331  0.19
H4 -1.4327 -5.4507 2.6860  0.62
H5 5.3924 -2.3902 -2.3084  0.32
H6 0.6325 2.0427 -2.0463  0.09
H7 1.9663 1.1442 0.2018  0.46
H8 4.9944 -0.6425 -3.0350  0.26
H9 -2.1870 -1.0882 -0.7932  0.76
H10 -1.0746 -3.0058 2.6188  0.20
H11 -0.0274 -1.9945 -1.8312  0.13
H12 -1.3863 -6.8420 0.4030  0.07
H13 0.1045 -3.5327 -2.4269  0.42
H14 -1.4956 6.1506 -0.1535  0.62
H15 3.7471 -3.3731 -0.9724  0.24
H16 6.0927 -0.9526 -1.5625  0.37
H17 -2.2786 1.9634 0.0386  0.56
H18 4.0772 0.7889 -1.1259  0.92
H19 -1.4006 -2.8629 -2.2873  0.46
H20 -2.3515 -0.0432 0.6558  0.72
H21 -3.8668 5.2774 1.5433  0.27
H22 1.7327 4.3625 -2.6380  0.45

SMILES string: Cc1ccc(S(=O)(=O)N(CC(=O)Nc2ccccc2C(=O)O)c2ccccc2C)cc1
Charge: 0
LUMO (eV): 0.135
Total energy (eV): -48245.0147
Largest force on an atom (eV/A): 12.38
E_HOMO (Eh): -0.29922
Frontier orbital gap (eV): 8.28

Formula: C2H5N2O3
Source: the Open Molecules 2025 dataset
Level of theory: wB97M-V/def2-TZVPD

Each line ends with the Mulliken charge.
Atoms and positions in Å:
O1 1.4897 0.4809 -1.1624  -0.73
O2 2.8822 -0.5716 0.0605  -0.76
O3 -0.6317 1.7661 0.2109  -0.70
N1 0.9831 -0.2570 0.8907  -0.81
N2 1.7639 -0.1117 -0.1015  1.23
C1 -1.1454 -0.6902 -0.2932  -0.82
C2 -0.4132 0.0557 0.7187  0.14
H1 -2.3225 -0.7362 0.0064  0.24
H2 -0.0508 1.7521 -0.4947  0.33
H3 -0.8554 0.1641 1.7442  0.31
H4 -1.0006 -0.1960 -1.3070  0.24
H5 -0.6993 -1.6562 -0.2727  0.33

Charge: -1
LUMO (eV): 4.261
Total energy (eV): -11274.5208
Largest force on an atom (eV/A): 4.92
E_HOMO (Eh): -0.16448
Frontier orbital gap (eV): 8.74

Formula: C20H22N5OS
Source: the Open Molecules 2025 dataset
Level of theory: wB97M-V/def2-TZVPD

Each line ends with the Mulliken charge.
Atoms and positions in Å:
S1 -1.8395 -1.5937 3.0236  -0.06
O1 -4.1650 -2.0526 1.5030  -0.20
N1 0.8735 1.0678 1.1003  -0.12
N2 -3.9234 -3.6791 3.2598  -0.23
N3 0.0200 5.0632 -3.0300  -0.52
N4 -5.0609 -3.9609 2.5280  -0.34
N5 3.5164 -3.2722 1.4108  -0.41
C1 -2.1226 6.0635 -3.4797  -0.43
C2 -0.9411 5.9614 -2.7634  -0.11
C3 0.1355 3.7005 1.6606  -0.28
C4 -0.1259 -4.3299 2.1699  -0.59
C5 0.4011 2.8107 2.6912  -0.70
C6 4.1386 -4.3547 0.9215  -0.20
C7 -0.7876 -3.4348 1.0126  -0.77
C8 -0.2025 4.2283 -4.0574  -0.16
C9 -1.3480 4.2519 -4.8365  -0.40
C10 3.3342 -2.2465 0.5649  -0.18
C11 -3.4026 -2.5215 2.6051  0.19
C12 -0.7941 -1.8774 1.4770  -0.15
C13 4.5930 -4.4604 -0.3835  -0.37
C14 -5.2140 -3.0143 1.4754  -0.03
C15 0.2413 3.2648 0.3479  -0.09
C16 0.7654 1.5152 2.3607  -0.13
C17 0.6091 1.9481 0.1225  -0.46
C18 4.3904 -3.3861 -1.2374  -0.25
C19 3.7475 -2.2546 -0.7581  -0.51
C20 -2.3256 5.1894 -4.5376  -0.16
H1 -0.8791 -4.5693 2.9935  0.11
H2 0.0424 3.9320 -0.4819  0.29
H3 2.8292 -1.3831 0.9870  0.47
H4 0.9864 0.7831 3.1311  0.40
H5 0.2833 -1.5350 1.6099  -0.01
H6 -3.2370 5.2385 -5.1234  0.35
H7 -0.1513 4.7238 1.8784  0.35
H8 0.8233 -3.8328 2.5671  -0.06
H9 -1.3262 -1.2558 0.6538  0.21
H10 0.3276 3.1162 3.7275  0.37
H11 -6.0946 -3.1314 0.7723  0.35
H12 -0.1690 -3.5689 0.0479  0.33
H13 -2.8646 6.8074 -3.2179  0.35
H14 4.7301 -3.4307 -2.2668  0.34
H15 0.5890 3.5115 -4.2497  0.37
H16 5.0915 -5.3598 -0.7237  0.35
H17 -1.4727 3.5548 -5.6556  0.35
H18 3.5710 -1.3978 -1.3967  0.36
H19 4.2697 -5.1695 1.6262  0.35
H20 0.7021 1.5593 -0.8865  0.39
H21 -0.7346 6.6249 -1.9295  0.35
H22 -1.8296 -3.8438 0.7858  0.25

Charge: -1
LUMO (eV): 2.081
Total energy (eV): -41424.3080
Largest force on an atom (eV/A): 6.27
E_HOMO (Eh): -0.02805
Frontier orbital gap (eV): 2.84

> The lowest largest force on an atom belongs to which entry?

C18H10N3O6Pd